(1)
Formula: C3H4O3
Source: the OMol25 dataset
Level of theory: wB97M-V/def2-TZVPD

Geometry as XYZ:
```
10
Properties=species:S:1:pos:R:3
C -0.828 0.012 -0.084
C -1.572 0.920 0.491
C -0.102 -1.099 -0.432
O -1.122 -0.631 -1.280
O 2.537 -0.399 -0.127
O 0.638 -2.029 -0.526
H -2.368 1.383 -0.075
H -1.361 1.303 1.462
H 2.225 0.475 -0.481
H 1.952 0.065 1.053
```

Properties
Lowest unoccupied orbital energy: -0.291 eV
E_HOMO: -10.4 eV
ΔE to the lowest compared entry with this formula, charge and spin: 555.5 kJ/mol
Orbital gap: 10.1 eV
Net charge: 0
Electronic energy: -9312.94324 eV

(2)
Formula: C6H27NO7
Source: the OMol25 dataset
Level of theory: wB97M-V/def2-TZVPD

Geometry as XYZ:
```
41
Properties=species:S:1:pos:R:3
C -3.146 1.578 0.856
C -2.215 0.714 0.007
N -1.512 -0.299 0.802
C -2.328 -1.459 1.108
C -1.830 -2.639 0.251
C -0.435 -2.204 -0.312
C -0.234 -0.742 0.227
H -3.361 1.153 1.833
H -4.025 1.925 0.314
H -2.608 2.511 1.064
H -2.777 0.189 -0.790
H -1.460 1.323 -0.489
H -3.399 -1.344 0.939
H -2.163 -1.712 2.157
H -1.748 -3.504 0.910
H -2.391 -2.923 -0.635
H -0.589 -2.055 -1.368
H 0.425 -2.843 -0.147
H 0.556 -0.652 0.975
H 0.078 -0.069 -0.568
O 0.252 1.334 2.942
H -0.498 0.852 2.564
H 0.357 2.131 2.403
O 2.620 -0.007 2.716
H 2.276 0.881 2.594
H 1.868 -0.536 2.995
O 0.573 -0.832 -2.787
H 0.625 -0.607 -3.722
H -0.280 -0.519 -2.474
O 1.789 1.457 -3.929
H 2.425 1.571 -3.211
H 1.081 2.043 -3.638
O 1.252 2.996 0.777
H 1.895 2.320 0.499
H 1.123 3.581 0.025
O 3.024 0.803 -0.032
H 3.532 0.710 0.776
H 3.129 0.102 -0.694
O 2.704 -1.575 -1.297
H 3.457 -1.999 -1.722
H 1.962 -1.654 -1.920
```

Properties
Structure (SMILES): CCN1CCCC1.O.O.O.O.O.O.O
Lowest unoccupied orbital energy: 0.049 eV
E_HOMO: -8.5 eV
ΔE to the lowest compared entry with this formula, charge and spin: 116.2 kJ/mol
Orbital gap: 8.5 eV
Net charge: 0
Electronic energy: -22482.44457 eV

(3)
Formula: C8H10S
Source: the OMol25 dataset
Level of theory: wB97M-V/def2-TZVPD

Geometry as XYZ:
```
19
Properties=species:S:1:pos:R:3
C 2.046 0.869 -0.373
C 2.362 -0.505 -0.068
C 0.809 1.366 -0.517
C 1.458 -1.440 0.136
C -0.451 0.622 -0.420
C -0.447 -0.812 -0.100
C -1.652 1.471 -0.071
C -1.340 -1.556 0.828
S -0.776 -0.572 -1.826
H 2.885 1.542 -0.479
H 3.419 -0.747 0.009
H 0.691 2.419 -0.730
H 1.543 -2.479 0.366
H -1.583 1.805 0.965
H -2.575 0.910 -0.202
H -1.690 2.342 -0.721
H -0.973 -1.455 1.850
H -1.365 -2.612 0.564
H -2.359 -1.169 0.788
```

Properties
Lowest unoccupied orbital energy: 0.534 eV
E_HOMO: -8.3 eV
ΔE to the lowest compared entry with this formula, charge and spin: 291.8 kJ/mol
Orbital gap: 8.8 eV
Net charge: 0
Electronic energy: -19290.60963 eV

(4)
Formula: C20H11BrClNO8S3
Source: the OMol25 dataset
Level of theory: wB97M-V/def2-TZVPD

Geometry as XYZ:
```
45
Properties=species:S:1:pos:R:3
O 2.534 4.028 -0.386
O 3.690 3.449 -2.554
O -0.857 2.981 0.010
O -3.068 2.737 1.049
Cl -0.593 -2.842 -4.027
Br 7.236 1.431 3.232
O 1.136 3.097 -2.269
O -1.027 3.144 2.579
O 2.900 1.370 -1.162
O -1.517 0.888 1.391
S 0.040 -0.989 -1.550
C 0.160 0.029 -0.094
C 2.536 1.027 0.145
C -1.127 0.172 0.361
C 1.336 0.490 0.604
C 4.613 0.551 3.871
C 4.755 1.285 1.570
C 3.281 0.182 3.665
C -4.204 -4.333 -3.194
C -3.350 -0.839 0.060
C -2.965 -4.003 -3.888
C 5.363 1.061 2.796
C 3.407 1.021 1.380
C -2.029 -0.768 -0.324
C 2.709 0.474 2.407
C -4.630 -3.611 -2.085
C -4.206 -1.727 -0.644
C -2.170 -3.139 -3.340
C -1.627 -1.578 -1.422
C -3.757 -2.571 -1.604
C -2.503 -2.473 -2.102
N 1.420 0.141 1.957
S 2.622 3.088 -1.544
S -1.637 2.495 1.133
H 0.577 3.086 -1.434
H -0.569 3.920 2.286
H 5.160 0.551 4.847
H 5.273 1.591 0.639
H 2.657 -0.123 4.557
H -5.026 -4.975 -3.592
H -3.784 -0.254 0.831
H -2.541 -4.515 -4.776
H -5.709 -3.679 -1.696
H -5.245 -1.847 -0.280
H 0.736 -0.023 2.598
```

Properties
Lowest unoccupied orbital energy: -0.741 eV
E_HOMO: -8.5 eV
Orbital gap: 7.8 eV
Net charge: 0
Electronic energy: -153855.10419 eV

(5)
Formula: C10H14ClF12O4SSi2
Source: the OMol25 dataset
Level of theory: wB97M-V/def2-TZVPD

Geometry as XYZ:
```
44
Properties=species:S:1:pos:R:3
C 0.651 4.916 0.986
C 0.323 4.770 -0.487
Cl -1.095 3.679 -0.657
C 1.534 4.343 -1.318
Si 1.786 2.516 -1.685
O 0.609 1.851 -2.651
Si 0.269 0.226 -2.408
C -1.058 -0.044 -1.092
C -0.720 -1.297 -0.248
C -1.110 -1.214 1.200
F -2.465 -1.291 1.357
F -0.585 -2.287 1.870
C -0.656 0.071 1.945
F -1.624 1.007 1.816
F 0.474 0.577 1.409
C -0.397 -0.103 3.470
F -1.269 -0.951 4.029
F -0.576 1.113 4.052
C 1.062 -0.523 3.824
F 1.537 -1.448 2.977
F 1.880 0.558 3.799
F 1.071 -1.030 5.073
H 1.212 4.073 1.372
H 1.167 5.851 1.165
H -0.275 4.964 1.548
H -0.016 5.730 -0.849
H 1.595 4.902 -2.245
H 2.412 4.629 -0.741
H 1.976 1.734 -0.446
H 3.064 2.423 -2.434
H 1.523 -0.425 -1.961
H -0.148 -0.422 -3.663
H -1.186 0.853 -0.501
H -1.997 -0.220 -1.604
H 0.322 -1.576 -0.332
H -1.278 -2.131 -0.656
C -1.334 -6.280 -1.430
F -1.596 -7.480 -1.964
F -2.484 -5.810 -0.929
F -0.505 -6.479 -0.397
S -0.611 -5.127 -2.673
O -1.649 -5.050 -3.676
O 0.599 -5.807 -3.073
O -0.416 -3.921 -1.890
```

Properties
Lowest unoccupied orbital energy: 2.167 eV
E_HOMO: -6.0 eV
Orbital gap: 8.1 eV
Net charge: -1
Electronic energy: -90515.64110 eV

(6)
Formula: C29H62N3NbO4
Source: the OMol25 dataset
Level of theory: wB97M-V/def2-TZVPD

Geometry as XYZ:
```
99
Properties=species:S:1:pos:R:3
C 3.031 3.769 2.485
C 2.204 3.985 1.088
C 0.646 3.483 1.106
C 0.405 1.865 1.059
C 1.191 1.032 -0.084
Nb 0.249 0.816 -2.136
C 1.472 -1.121 -2.369
C 0.790 -2.305 -3.243
C 0.501 -3.710 -2.384
C -1.458 -0.522 -1.439
C -1.190 -1.431 -0.110
C -1.966 -0.905 1.259
C -3.291 -1.875 1.585
O -4.117 -1.060 2.536
C -0.996 2.750 -1.959
C -2.202 2.765 -0.899
C -3.699 3.174 -1.524
O -4.688 2.617 -0.547
C -5.382 1.453 -1.129
C 1.870 2.153 -2.993
C 3.342 1.619 -3.281
O 3.508 0.710 -4.466
C 4.241 1.067 -2.017
N 4.742 2.141 -1.076
C -0.669 0.623 -4.247
C 0.128 0.241 -5.607
C -0.671 0.123 -6.994
N -2.102 0.343 -7.341
C -2.792 0.680 -6.065
C -2.257 0.821 -4.561
H 2.989 4.811 3.064
H 2.496 2.943 3.116
H 4.187 3.568 2.308
H 2.161 5.166 0.911
H 2.838 3.580 0.163
H 0.201 3.844 2.154
H 0.082 4.107 0.297
H 0.856 1.471 2.097
H -0.756 1.610 1.171
H 2.292 1.493 -0.129
H 1.372 -0.067 0.348
H 1.590 -1.539 -1.256
H 2.556 -0.981 -2.761
H 1.567 -2.623 -4.092
H -0.207 -2.064 -3.792
H -0.392 -4.323 -2.887
H 1.469 -4.369 -2.544
H 0.347 -3.524 -1.240
H -2.509 0.047 -1.432
H -1.623 -1.309 -2.326
H -1.692 -2.494 -0.329
H -0.073 -1.669 0.136
H -1.234 -1.082 2.161
H -2.395 0.178 1.180
H -3.965 -2.031 0.639
H -3.007 -2.856 2.155
H -4.728 -0.444 2.024
H -1.464 3.009 -3.028
H -0.187 3.613 -1.797
H -2.385 1.829 -0.238
H -1.993 3.656 -0.129
H -3.923 2.675 -2.555
H -3.873 4.345 -1.530
H -6.200 1.118 -0.327
H -6.010 1.718 -2.106
H -4.691 0.504 -1.277
H 1.432 2.615 -4.005
H 1.947 3.093 -2.260
H 3.964 2.581 -3.638
H 4.051 -0.076 -4.142
H 5.209 0.468 -2.377
H 3.651 0.287 -1.333
H 5.754 2.264 -1.325
H 4.667 1.774 -0.079
H 1.278 0.011 -5.577
H -0.008 -0.199 -7.936
H -3.964 0.875 -6.207
H -3.007 1.063 -3.687
C -0.710 -2.100 4.837
N 0.124 -3.053 5.694
C -0.830 -3.843 6.589
C 1.066 -2.247 6.573
C 0.898 -4.069 4.813
C 1.941 -3.449 3.866
O 1.331 -2.558 2.942
H -1.428 -1.592 5.490
H -0.057 -1.349 4.389
H -1.240 -2.684 4.079
H -1.378 -3.140 7.223
H -0.239 -4.527 7.205
H -1.522 -4.400 5.949
H 1.703 -1.626 5.940
H 1.669 -2.944 7.163
H 0.466 -1.610 7.230
H 0.138 -4.607 4.233
H 1.389 -4.771 5.496
H 2.423 -4.248 3.294
H 2.719 -2.914 4.418
H 2.032 -2.230 2.343
```

Properties
Lowest unoccupied orbital energy: -1.118 eV
E_HOMO: -6.7 eV
Orbital gap: 5.6 eV
Net charge: 0
Electronic energy: -45265.71765 eV

Question: Look up the lowest unoccupied orbital energy of the fifth one.
Answer: 2.167 eV

Question: Among the records above, which one has the lowest orbital gap?
Answer: C29H62N3NbO4

Please write out number 3 again, unchanged.
Formula: C8H10S
Source: the OMol25 dataset
Level of theory: wB97M-V/def2-TZVPD

Geometry as XYZ:
```
19
Properties=species:S:1:pos:R:3
C 2.046 0.869 -0.373
C 2.362 -0.505 -0.068
C 0.809 1.366 -0.517
C 1.458 -1.440 0.136
C -0.451 0.622 -0.420
C -0.447 -0.812 -0.100
C -1.652 1.471 -0.071
C -1.340 -1.556 0.828
S -0.776 -0.572 -1.826
H 2.885 1.542 -0.479
H 3.419 -0.747 0.009
H 0.691 2.419 -0.730
H 1.543 -2.479 0.366
H -1.583 1.805 0.965
H -2.575 0.910 -0.202
H -1.690 2.342 -0.721
H -0.973 -1.455 1.850
H -1.365 -2.612 0.564
H -2.359 -1.169 0.788
```

Properties
Lowest unoccupied orbital energy: 0.534 eV
E_HOMO: -8.3 eV
ΔE to the lowest compared entry with this formula, charge and spin: 291.8 kJ/mol
Orbital gap: 8.8 eV
Net charge: 0
Electronic energy: -19290.60963 eV

Question: Which of these has the highest lowest unoccupied orbital energy?
Answer: C10H14ClF12O4SSi2